(1)
Here is 5 unconnected molecules or ions with the total composition C36H38BrCl2FN6O10S in a non-equilibrium geometry from the Open Molecules 2025 dataset. Energies are from ωB97M-V/def2-TZVPD.

Output
**HOMO energy**: -0.32016 Eh
**Total energy**: -175982.210 eV
**Structure (SMILES)**: CC[C@@H](Br)N(N=C=S)[C@H](/C(Cl)=C(/C)Cl)[C@@H](CCO)OCF.O=[N+]([O-])c1ccccc1.O=[N+]([O-])c1ccccc1.O=[N+]([O-])c1ccccc1.O=[N+]([O-])c1ccccc1

```
! wB97M-V def2-TZVPD RIJCOSX def2/J DEFGRID3
* xyz 0 1
C 0.98124 0.01925 -1.23969
C 0.31017 -1.45469 -1.01823
C -1.26785 -1.40415 -0.46367
Br -1.22868 -2.58775 1.20059
N -1.83697 -0.06857 -0.26982
N -1.45653 0.68068 0.78310
C -2.33428 0.70817 1.83424
S -3.11363 0.41563 3.35601
C -2.89352 0.42637 -1.16702
C -4.20793 -0.58992 -1.36610
Cl -4.30194 -1.91058 -2.69610
C -5.43516 -0.51807 -0.47638
C -6.68660 -1.60179 -0.71651
Cl -5.64262 0.72094 0.88145
C -2.36681 1.02880 -2.63761
C -1.54321 -0.04173 -3.54822
C -2.15053 0.07317 -5.09996
O -1.28244 -0.78840 -5.97029
O -3.52240 1.67398 -3.33353
C -3.54432 3.11133 -2.96011
F -2.54290 3.90300 -3.76466
H 0.25576 0.85559 -1.61744
H 1.97574 -0.07832 -1.88633
H 1.35833 0.38032 -0.16593
H 0.96339 -2.16703 -0.31815
H 0.32284 -1.99351 -2.08343
H -1.86023 -2.07274 -1.25679
H -3.37089 1.39636 -0.65509
H -7.13230 -1.50895 -1.79886
H -7.48009 -1.56594 0.14494
H -6.16367 -2.67397 -0.67339
H -1.63210 1.91780 -2.35766
H -1.61566 -1.16155 -3.22072
H -0.38310 0.21069 -3.66533
H -2.10571 1.19937 -5.49230
H -3.22549 -0.38859 -5.13508
H -0.73367 -1.32672 -5.30294
H -3.39883 3.30553 -1.81092
H -4.62228 3.51673 -3.23776
O -1.88741 -7.94817 6.74339
N -2.03005 -6.82549 7.25029
O -2.35771 -6.62428 8.42850
C -1.79990 -5.65502 6.39501
C -1.46427 -5.83615 5.04619
C -1.27033 -4.71891 4.23161
C -1.40609 -3.43477 4.76142
C -1.73012 -3.25730 6.10757
C -1.92927 -4.36697 6.93135
H -1.35486 -6.83022 4.61815
H -1.01613 -4.84910 3.18185
H -1.25943 -2.56670 4.12099
H -1.83124 -2.25329 6.51377
H -2.18447 -4.21190 7.97757
O 4.28175 3.14663 0.64815
N 3.14418 2.71333 0.88456
O 2.60505 1.78405 0.26663
C 2.38230 3.34771 1.96695
C 2.93869 4.42687 2.66739
C 2.19950 5.04183 3.67972
C 0.91985 4.57956 3.99105
C 0.37238 3.49796 3.29895
C 1.10092 2.87667 2.28263
H 3.93451 4.79903 2.43675
H 2.61995 5.88437 4.22461
H 0.34507 5.06589 4.77739
H -0.62438 3.14162 3.54942
H 0.65894 2.03693 1.75042
O 4.68137 6.56337 2.43650
N 5.62560 7.34903 2.26652
O 5.59164 8.33462 1.51586
C 6.87011 7.09116 3.00080
C 6.96533 5.96654 3.83202
C 8.15984 5.71315 4.50903
C 9.24549 6.57759 4.35985
C 9.14440 7.70258 3.53962
C 7.95591 7.96485 2.85525
H 6.12844 5.28323 3.95876
H 8.24584 4.83925 5.15125
H 10.17667 6.37278 4.88536
H 9.99396 8.37315 3.43082
H 7.89412 8.84402 2.21730
O -0.58385 -3.50483 -4.78400
N -1.22043 -4.56161 -4.90924
O -1.91520 -5.07176 -4.01869
C -1.14166 -5.25840 -6.19872
C -0.33766 -4.73678 -7.22159
C -0.24763 -5.41692 -8.43761
C -0.95753 -6.60317 -8.62995
C -1.76570 -7.11481 -7.61324
C -1.86146 -6.44502 -6.39182
H 0.22185 -3.81359 -7.08738
H 0.37897 -5.02369 -9.23529
H -0.87973 -7.13292 -9.57785
H -2.31819 -8.03831 -7.77184
H -2.49306 -6.85843 -5.60829
*
```

=====

(2)
Here is a molecular structure, C36H38N6OZr from the Open Molecules 2025 dataset. Energies are from ωB97M-V/def2-TZVPD.

Output
**HOMO energy**: -0.49968 Eh
**Energy above the lowest of the compared OMol25 structures with the same formula, charge and spin**: 1.446 eV
**Total energy**: -50206.731 eV

```
! wB97M-V def2-TZVPD RIJCOSX def2/J DEFGRID3
* xyz 2 1
Zr -0.19122 -0.26331 -0.13141
N -4.96893 8.98163 -0.29545
C -4.41405 7.97723 -0.32481
C -3.71928 6.71858 -0.35963
C -3.22055 6.23466 -1.56686
C -2.56445 5.01760 -1.59930
C -2.38225 4.28700 -0.42553
C -2.86882 4.78660 0.78259
C -3.54659 5.99138 0.81599
C -1.66188 2.99238 -0.44821
C -0.49645 2.90053 0.31343
C 0.19500 3.97061 0.91427
C 1.36510 3.46685 1.45864
C 1.36795 2.10420 1.19291
N 0.26277 1.73161 0.49791
C -2.17365 1.96993 -1.27024
C -3.32482 2.03700 -2.06911
C -3.37817 0.87693 -2.83179
C -2.27672 0.12215 -2.46209
N -1.53872 0.74129 -1.50508
H -3.34790 6.81351 -2.47100
H -2.16757 4.64600 -2.53522
H -2.73298 4.21918 1.69433
H -3.94134 6.37492 1.74646
H -0.12731 4.99896 0.90708
H 2.13229 4.01098 1.98329
H 2.11547 1.37925 1.47843
H -4.02482 2.85550 -2.09162
H -4.11117 0.61444 -3.57606
H -1.97748 -0.82725 -2.87891
C -3.75002 -2.18867 1.84605
C -2.75266 -2.17677 0.73550
O -1.85549 -1.28141 0.72421
N -2.84679 -3.11342 -0.18771
C -1.94186 -3.34756 -1.30833
C -0.74101 -4.17643 -0.92941
C -0.48804 -5.40374 -1.51383
C 0.64646 -6.10020 -1.11619
C 1.46650 -5.53975 -0.15419
C 1.13302 -4.29595 0.36408
N 0.05438 -3.61351 -0.01713
H -3.74960 -1.22654 2.34861
H -3.47005 -2.96277 2.56382
H -4.75057 -2.41256 1.47866
H -3.59078 -3.78559 -0.06523
H -1.61442 -2.38551 -1.70295
H -2.51981 -3.82266 -2.09876
H -1.15883 -5.81098 -2.25897
H 0.87761 -7.06472 -1.54779
H 2.35244 -6.05149 0.19427
H 1.76056 -3.82668 1.11254
C 0.77548 -1.09684 4.29953
C 1.74910 -0.99150 3.15992
C 3.10576 -0.85125 3.39280
C 4.01615 -0.87297 2.33695
C 5.49129 -0.77161 2.59558
C 3.55397 -0.96115 1.02626
C 2.19409 -1.04895 0.73947
C 1.29660 -1.11242 1.84092
N 1.64128 -0.95552 -0.55095
C 2.38578 -0.81354 -1.82531
C 3.01892 -2.14907 -2.20142
C 3.40000 0.33726 -1.83267
C 1.29122 -0.44431 -2.83019
H 1.06101 -0.43604 5.11644
H 0.76054 -2.11419 4.69562
H -0.23833 -0.84017 3.99077
H 3.47014 -0.77158 4.40967
H 5.72500 -0.94381 3.64374
H 5.85525 0.22270 2.32953
H 6.04374 -1.49229 1.99276
H 4.27480 -0.96267 0.22608
H 0.26167 -1.47190 1.79717
H 3.75120 -2.46486 -1.45820
H 3.52833 -2.06711 -3.16223
H 2.25464 -2.92543 -2.27789
H 4.35783 0.08376 -1.38945
H 2.99646 1.21385 -1.32108
H 3.59981 0.61771 -2.86744
H 0.47295 -1.18060 -2.80163
H 1.66567 -0.43840 -3.85290
H 0.89714 0.55948 -2.63207
*
```

=====

(3)
Here is a molecular structure, C36H39AsBBaBr2F3N11O7S3 in a non-equilibrium geometry from the Open Molecules 2025 dataset. Energies are from ωB97M-V/def2-TZVPD.

Output
**HOMO energy**: -0.10413 Eh
**Energy above the lowest of the compared OMol25 structures with the same formula, charge and spin**: 0.495 eV
**Total energy**: -311649.717 eV

```
! wB97M-V def2-TZVPD RIJCOSX def2/J DEFGRID3
* xyz -2 2
Ba -0.32329 0.34670 0.43015
C 1.09663 -4.28812 0.92084
C 1.29627 -3.88786 2.25483
N 2.15243 -2.88197 2.33691
N 2.51493 -2.60577 1.06473
C 1.89924 -3.43603 0.19688
B 3.66333 -1.61594 0.75979
N 3.56141 -0.40921 1.68789
C 4.57191 0.21249 2.33070
C 4.07339 1.36988 2.88207
C 2.71767 1.37024 2.50820
N 2.42344 0.29909 1.78784
N 3.57824 -1.15436 -0.69588
C 4.16675 -1.67157 -1.79358
C 3.78757 -0.91434 -2.87677
C 2.93957 0.06278 -2.32602
N 2.80506 -0.09295 -1.02313
N 5.03287 -2.31672 1.02836
C 5.27223 -3.14751 2.06596
C 6.61810 -3.44058 2.07501
C 7.12697 -2.71782 0.98216
N 6.17317 -2.04020 0.36160
H 0.43647 -5.04750 0.53651
H 0.84186 -4.27419 3.15524
H 2.02865 -3.32222 -0.86701
H 5.56166 -0.21248 2.34769
H 4.60023 2.09355 3.48026
H 1.93525 2.06600 2.76870
H 4.83228 -2.51264 -1.71866
H 4.06161 -1.06949 -3.90684
H 2.38538 0.85296 -2.80466
H 4.46631 -3.44775 2.71512
H 7.14626 -4.07542 2.76630
H 8.14207 -2.66116 0.61807
C -2.34929 -2.88245 1.30745
C -2.42222 -2.15707 2.61811
C -3.22924 -2.65117 3.66661
C -3.22757 -2.02409 4.87534
C -2.42882 -0.87773 5.07237
C -2.32818 -0.17622 6.29785
Br -3.32270 -0.73787 7.82845
C -1.50650 0.90763 6.41349
C -0.78225 1.36263 5.31178
Br 0.37320 2.85146 5.55956
C -0.85556 0.79078 4.02699
O -0.26642 1.24645 3.00899
C -1.67963 -0.42210 3.95998
N -1.68273 -1.08177 2.77382
H -3.14781 -3.62109 1.22582
H -1.38751 -3.39223 1.21479
H -2.43249 -2.18575 0.47506
H -3.83761 -3.53048 3.49688
H -3.83109 -2.39427 5.69375
H -1.41302 1.42493 7.35857
O -3.02600 1.65163 -1.96757
S -3.58439 0.46423 -1.35423
O -5.00173 0.54777 -1.06833
O -2.80139 -0.01407 -0.20315
C -3.43058 -0.90186 -2.53176
C -4.63992 -1.32729 -3.07446
C -4.71338 -2.41585 -3.92735
C -3.55832 -3.10878 -4.24501
C -2.34634 -2.68624 -3.72505
C -2.25515 -1.58596 -2.87410
S -0.54582 -1.23377 -2.36723
O 0.23722 -1.77221 -3.45579
O -0.43100 0.21844 -2.21005
O -0.35195 -1.90204 -1.07648
H -5.53219 -0.79027 -2.78574
H -5.67208 -2.72254 -4.32803
H -3.59054 -3.97181 -4.89902
H -1.43294 -3.20023 -3.98768
C -2.85774 4.69838 -0.09395
As -1.89560 3.41772 1.02782
C -1.35861 4.62611 2.46557
C -3.44915 2.61540 1.90743
H -3.62634 5.21654 0.48289
H -3.31317 4.14923 -0.91766
H -2.15397 5.42356 -0.50293
H -2.22233 5.16657 2.85788
H -0.62592 5.33854 2.08474
H -0.89743 4.03770 3.25605
H -4.02236 3.38510 2.42829
H -3.11423 1.86514 2.62420
H -4.07345 2.12699 1.15983
C -2.13746 2.17427 -4.31083
N -0.76952 2.19414 -4.77764
C -0.10648 0.94538 -5.14746
C 1.30727 1.41689 -5.49472
N 1.36171 2.67991 -4.77456
C 0.12607 3.15181 -4.48060
S -0.18767 4.67657 -3.86120
H -2.81378 1.96309 -5.14328
H -2.37350 3.14526 -3.88483
H -2.25773 1.42096 -3.53074
H -0.61165 0.48381 -5.99720
H -0.10740 0.24762 -4.30670
H 1.42992 1.56930 -6.57329
H 2.06674 0.72081 -5.14698
H 2.14636 3.30515 -4.77181
F 2.82242 4.69055 -1.79272
C 1.64374 4.19120 -1.42927
F 1.77261 2.92608 -1.08443
F 1.14664 4.90154 -0.42581
*
```

=====

no.,frontier orbital gap (eV)
1,7.6
2,6.8
3,6.5